No. 1
Here is a molecular structure, C58H35BiI4N7O5 from OMol25. Energies are from ωB97M-V/def2-TZVPD.

Values from the calculation:
E_LUMO	0.311	eV
ΔE to the lowest compared entry with this formula, charge and spin	92.7	kJ/mol
orbital gap	5.09	eV

```
! wB97M-V def2-TZVPD RIJCOSX def2/J DEFGRID3
* xyz -1 1
Bi -0.2830 0.4957 -0.0795
I -5.8149 5.2378 6.7602
I 0.1023 8.4599 -5.6545
I 0.8360 -5.4122 -7.9772
I -0.5273 -7.4498 5.7214
O 4.7973 -0.5776 0.9264
O 1.6562 2.4509 1.2647
O 5.0724 -5.8184 -2.2691
O 2.6802 0.0485 0.4567
O 4.0566 -4.2657 -3.5859
N -0.7939 -1.6621 -0.5939
N -1.6905 2.3073 -0.0347
N -0.8396 0.7359 -2.2545
N 2.0464 -1.3542 2.9597
N 2.0551 -2.5710 0.1961
N -1.6806 -0.1319 1.6368
N 5.8384 -3.3807 5.0572
C 4.1232 -2.9030 -0.8451
C 2.3505 -4.5226 -1.0448
C 2.9900 -2.1673 3.4240
C -5.4713 3.3877 4.3882
C -1.2167 -2.8215 -5.1771
C -2.2959 2.8135 1.1114
C -0.2831 6.7264 -4.5407
C -3.3941 4.3180 5.1899
C -0.3138 -3.5887 -1.7325
C -4.7713 4.1936 5.2731
C 3.3436 0.5127 3.7068
C -1.4055 -6.0134 3.2035
C -2.5209 4.2072 0.9222
C -0.1205 -4.6271 4.6937
C -1.0381 3.1946 -2.2393
C -0.2431 -3.5712 3.8026
C 1.7309 3.6100 0.4482
C -1.5502 3.3297 -0.9107
C 5.0902 -2.6359 4.6030
C 2.2178 -0.0429 3.1168
C -2.6576 2.0775 2.2276
C -0.6751 -2.6575 0.3650
C 1.3960 -3.7292 -5.5191
C -1.5713 6.4689 -4.1010
C -1.5217 -4.9430 2.3269
C -3.3912 2.8125 3.3010
C -1.7026 -1.3640 2.1969
C -0.9126 -3.6658 -6.2379
C -2.9255 -0.0392 3.5380
C 3.3164 -2.1451 -0.0485
C 0.0070 -3.8587 -0.2772
C -0.2243 -2.4070 -4.2966
C -2.4804 -1.3286 3.3809
C 0.4877 4.7132 -3.5070
C -0.5876 -2.2758 -1.8487
C 4.1328 -1.7048 4.0678
C -0.6381 -0.2193 -3.2548
C 1.0789 -2.8665 -4.4785
C -2.7100 3.6234 4.2005
C 3.6551 -0.7712 0.5357
C 3.6373 -4.1082 -1.3815
C -0.5873 1.7951 -4.2809
C 4.3175 -0.3311 4.1958
C -0.4975 0.4822 -4.5250
C -0.8091 1.9728 -2.8448
C -0.7978 4.4267 -3.0427
C -2.0467 4.5343 -0.3136
C -0.5484 -1.5598 -3.1080
C -1.8194 5.3209 -3.3611
C 0.7524 5.8509 -4.2568
C -1.0635 -2.5566 1.6613
C -4.7739 2.7000 3.4046
C 0.3908 -4.1123 -6.3939
C -2.4350 0.7108 2.4453
C -0.6985 -5.8483 4.3825
C 4.3861 -4.8300 -2.5154
C 1.5303 -3.7015 -0.3027
C -0.9286 -3.7104 2.5950
H -1.8745 -6.9593 2.9695
H 1.5024 -2.0099 0.8381
H 0.2130 -2.6192 4.0423
H -2.6867 -2.1706 4.0217
H -2.3780 7.1491 -4.3394
H 2.4072 -4.1075 -5.5945
H -2.9927 4.8632 1.6368
H 5.1198 -2.5526 -1.0739
H 2.8391 -3.2316 3.2735
H -0.0973 -4.2796 -2.5291
H 2.7359 4.0405 0.4488
H -0.3627 -0.0087 -5.4757
H -1.6891 -3.9816 -6.9213
H 1.4343 0.5993 2.7352
H -5.3080 2.0690 2.7045
H -2.0385 5.5123 -0.7648
H 0.4245 -4.4974 5.6190
H 1.8612 -2.5916 -3.7791
H -0.5450 2.6008 -4.9961
H 1.0337 4.3455 0.8471
H 3.4520 1.5875 3.7503
H 2.2310 1.7564 0.8799
H 1.9496 -5.4362 -1.4659
H -0.2697 -4.8337 0.1034
H -2.1198 -5.0652 1.4313
H -6.5466 3.2971 4.4588
H 5.2175 0.0530 4.6569
H 1.7557 6.0536 -4.6059
H -2.8328 5.1016 -3.0467
H 1.4465 3.4011 -0.5901
H -2.2359 -2.4813 -5.0338
H -2.8563 4.9473 5.8858
H 1.2961 4.0311 -3.2701
H -1.6325 3.7099 4.1279
H -3.5509 0.3423 4.3297
*
```

Mulliken population analysis, charges in e, atoms 1 to 8: atom 1 (Bi): 1.80, atom 2 (I): 0.07, atom 3 (I): 0.06, atom 4 (I): 0.06, atom 5 (I): 0.06, atom 6 (O): -0.70, atom 7 (O): -0.27, atom 8 (O): -0.70

=====

No. 2
Here is a molecular structure, C58H35CuI4N4 in a non-equilibrium geometry from OMol25. Energies are from ωB97M-V/def2-TZVPD.

Values from the calculation:
E_LUMO (spin up / spin down)	0.561 / 0.548	eV
⟨S²⟩	0.766
ΔE to the lowest compared entry with this formula, charge and spin	45.3	kJ/mol
orbital gap (spin up / spin down)	3.04 / 3.03	eV

```
! wB97M-V def2-TZVPD RIJCOSX def2/J DEFGRID3
* xyz -1 2
I 1.6805 7.1879 -5.8755
I -3.7060 -6.2061 -7.0581
I 6.1286 -4.8238 3.3095
I -4.8911 5.3354 6.8381
Cu -0.8803 -0.0082 -0.1468
N -0.6541 -1.8809 -0.3874
N -1.2702 0.1888 -2.0506
N -0.6151 -0.1287 1.7881
N -1.1243 1.8889 0.0978
C -0.9877 4.4803 -3.7716
C -0.1064 -1.0115 3.8260
C 1.2381 3.8134 -3.1717
C -1.3318 -4.0034 -0.8786
C 2.9088 -0.9431 -4.3935
C 4.2440 -4.0237 2.8168
C -2.5878 3.6657 5.7559
C 0.8956 5.6520 -4.6548
C 0.0243 -1.1525 2.3989
C -3.8128 4.2075 5.4146
C -1.3004 -2.6525 -1.3273
C -1.6568 -2.1617 -2.5903
C -0.9026 0.0639 4.0438
C -3.7718 -3.7536 -5.2671
C 3.5978 0.8543 1.5722
C 5.9062 0.6450 3.1572
C 3.6385 1.3984 2.8572
C -3.0084 -4.8643 -5.5825
C 2.1361 -1.3061 -2.1273
C 2.5773 -2.3425 3.1201
C 1.7495 -2.9399 2.1522
C -0.7719 0.9370 -4.1551
C -0.2109 -2.7167 0.5743
C -2.1062 -3.1050 -3.6339
C 3.4699 -4.6319 1.8421
C 2.5125 0.0265 -1.7358
C -1.6880 1.9317 2.4956
C -0.1382 3.6321 -3.0701
C -3.3111 -2.8758 -4.2986
C -1.1773 4.1272 -0.3255
C 2.2400 -4.0938 1.5159
C -1.8804 2.9311 4.8157
C 4.7790 1.2925 3.6427
C -1.1944 -0.3449 -4.2712
C 2.4015 1.0234 0.7178
C -4.3388 4.0309 4.1456
C -1.5435 2.5298 1.2172
C 4.7336 0.1870 1.1035
C -1.3574 -4.2300 -3.9770
C 5.8745 0.0914 1.8810
C -1.6076 3.9391 0.9546
C -0.9274 2.8289 -0.8670
C -0.4767 5.4981 -4.5652
C 3.3221 0.3410 -4.0328
C 2.3262 -1.7530 -3.4145
C -0.6414 -4.0446 0.3044
C -1.8010 -5.1100 -4.9518
C 2.2791 0.5406 -0.4986
C 0.5350 -2.2755 1.7258
C 1.7633 4.8205 -3.9671
C -2.3867 2.7171 3.5331
C 3.8059 -2.8749 3.4536
C -1.1521 0.6714 2.7594
C 3.1452 0.8257 -2.7557
C -0.8435 1.2724 -2.7587
C -0.6455 2.5350 -2.2072
C -3.6276 3.2867 3.2204
C -1.4538 -0.8214 -2.9379
H 3.8029 0.9712 -4.7751
H 1.6874 -1.9473 -1.3844
H -5.2948 4.4613 3.8807
H -1.2785 0.4121 4.9910
H 0.2662 -1.7126 4.5566
H -1.1013 5.0601 -0.8613
H 1.8976 3.1477 -2.6275
H -1.1437 6.1549 -5.1067
H -3.8981 -2.0050 -4.0346
H -0.4470 1.6038 -4.9377
H 4.6998 -0.2586 0.1154
H -0.4072 -4.4045 -3.4889
H 4.7937 1.7280 4.6359
H 2.0236 -2.7633 -3.6774
H 4.4314 -2.3719 4.1778
H -1.2076 -5.9752 -5.2137
H -0.4819 -4.9014 0.9400
H 3.4986 1.8153 -2.4872
H 6.7994 0.5732 3.7666
H -1.2684 -0.9436 -5.1651
H 1.5862 1.5978 1.1793
H -1.8401 -4.8176 -1.3697
H 6.7505 -0.4170 1.4940
H -2.1753 3.8197 6.7438
H 1.6610 -4.5570 0.7299
H 2.8336 4.9510 -4.0464
H -4.7162 -3.5759 -5.7627
H 2.7628 1.9059 3.2498
H 2.2792 -1.4105 3.5777
H -4.0426 3.1343 2.2330
H -0.9006 2.5558 5.0777
H 3.0485 -1.3062 -5.4047
H 3.8291 -5.5125 1.3272
H -1.8733 4.6992 1.6709
H -2.0601 4.3459 -3.6948
*
```

Mulliken population analysis, charges in e, atoms 1 to 8: atom 1 (I): 0.03, atom 2 (I): 0.04, atom 3 (I): 0.02, atom 4 (I): 0.04, atom 5 (Cu): -2.13, atom 6 (N): 1.56, atom 7 (N): 0.35, atom 8 (N): 0.90

=====

No. 3
Here is a molecular structure, C58H35N7O9SW in a non-equilibrium geometry from OMol25. Energies are from ωB97M-V/def2-TZVPD.

Values from the calculation:
E_LUMO (spin up / spin down)	-7.601 / -7.599	eV
ΔE to the lowest compared entry with this formula, charge and spin	0.0	kJ/mol
orbital gap (spin up / spin down)	5.17 / 5.17	eV

```
! wB97M-V def2-TZVPD RIJCOSX def2/J DEFGRID3
* xyz 2 1
W 0.5265 -0.2572 0.1292
S 0.0046 -1.9216 2.6012
O -0.0362 2.8870 0.8516
O 0.2306 -3.3037 2.7872
O -5.4912 0.1416 0.6760
O -3.3360 6.3627 2.7095
O -0.9762 -1.5435 1.5752
O -0.8137 0.8373 1.0113
O 1.6236 1.1445 1.8482
O -6.9403 1.7063 0.9747
O -5.3534 6.1530 1.9852
N -4.2431 5.7539 2.2071
N -5.8217 1.2751 0.9403
N 0.9920 -2.3821 -0.2152
N 1.2692 -1.0362 1.9834
N 2.6204 -0.1130 -0.3496
N -1.1681 -0.8940 -1.0802
N 0.4996 1.3285 -1.3555
C -3.5400 -6.9255 -0.9407
C 4.9838 -3.9037 -0.6507
C 4.6165 -3.1961 0.4945
C -3.9555 4.3679 1.8154
C -5.0210 3.5210 1.5511
C 5.6571 3.8650 -3.1075
C -3.4208 -6.2909 0.2851
C 6.5929 -4.0085 1.5957
C 3.3419 1.0384 -0.6495
C 6.1584 -4.6292 -0.6801
C -3.6181 1.5463 -3.6910
C -2.0670 -4.5747 -0.7137
C 0.6929 -4.6622 0.1287
C 1.4967 2.2484 -1.6774
C -3.3927 -0.6795 -1.6925
C -0.9776 2.1538 1.0676
C -1.9206 1.3150 -1.9050
C 4.7578 2.8947 -2.7059
C 0.5710 0.2155 3.8647
C 5.4270 -3.2571 1.6228
C -0.8255 -0.1963 6.2193
C -3.4286 1.7496 1.1259
C 2.1783 -2.9919 0.1833
C -3.5183 3.2518 -2.0023
C -0.0754 0.9569 6.0293
C -4.7342 2.2059 1.2241
C -2.1437 -0.0115 -1.5307
C 4.8535 -0.3453 0.2405
C 6.9659 -4.6830 0.4439
C 4.6369 5.4357 -1.6065
C -3.1891 -1.9884 -1.3971
C 0.9715 3.3357 -2.4264
C 2.8385 2.1443 -1.3289
C -2.6362 3.9473 1.7084
C -5.1533 3.3885 -3.7566
C -0.9061 -1.1680 5.2220
C 3.7843 3.1979 -1.7532
C 0.6341 1.1847 4.8540
C 5.6102 5.1310 -2.5452
C -2.9163 -6.3867 -2.0535
C -4.6565 2.2179 -4.3106
C -2.6801 -5.1260 0.4063
C 3.4044 -2.3528 0.3522
C -0.3663 3.1351 -2.5383
C -1.2508 -3.3347 -0.6420
C 4.7053 0.9070 -0.2647
C -2.1906 -5.2146 -1.9437
C -1.8237 -2.1238 -1.0196
C -3.0435 2.0530 -2.5250
C 3.5842 -0.9849 0.1513
C -0.6567 1.9039 -1.8860
C 3.7150 4.4808 -1.2168
C 0.0837 -3.4345 -0.2619
C 1.2216 0.1893 2.5346
C -2.3689 2.6287 1.3359
C -0.1955 -0.9362 4.0689
C 1.9939 -4.3882 0.3993
C -4.5761 3.9075 -2.6078
H 4.3560 -3.8498 -1.5263
H -1.8336 4.6478 1.8901
H -1.3370 -0.3576 7.1556
H -3.0598 3.6567 -1.1143
H 7.8826 -5.2509 0.4193
H 1.2409 2.0660 4.7129
H 5.1456 -2.7275 2.5214
H -3.9138 -2.7778 -1.4192
H 6.3955 3.6315 -3.8585
H -1.0866 3.7438 -3.0480
H -3.2141 0.6376 -4.1116
H -5.9816 3.8982 -4.2246
H 7.2240 -4.0625 2.4708
H -4.9526 4.8217 -2.1760
H 2.7571 -5.0625 0.7362
H 2.9543 4.7059 -0.4840
H -1.4879 -2.0699 5.3374
H -0.0310 1.6938 6.8149
H 0.1910 -5.6071 0.2028
H -5.0761 1.8284 -5.2276
H 1.5612 4.1267 -2.8426
H -1.6973 -4.7959 -2.8063
H 6.3185 5.8839 -2.8532
H -3.2445 0.7184 0.8555
H 4.5969 6.4224 -1.1755
H -2.9874 -6.8738 -3.0128
H 4.7793 1.9061 -3.1427
H 5.7413 -0.8138 0.6171
H -6.0431 3.8752 1.5981
H -4.1115 -7.8363 -1.0327
H 6.4463 -5.1426 -1.5843
H 5.4431 1.6765 -0.3784
H -2.5782 -4.6419 1.3657
H -3.9068 -6.7095 1.1525
H -4.3086 -0.2202 -2.0022
*
```

Mulliken population analysis, charges in e, atoms 1 to 8: atom 1 (W): 2.04, atom 2 (S): 1.29, atom 3 (O): -0.49, atom 4 (O): -0.71, atom 5 (O): -0.61, atom 6 (O): -0.59, atom 7 (O): -0.30, atom 8 (O): 0.44

=====

No. 4
Here is a molecular structure, C58H39BrLaN3O3P2S3 in a non-equilibrium geometry from OMol25. Energies are from ωB97M-V/def2-TZVPD.

Values from the calculation:
E_LUMO	-0.742	eV
ΔE to the lowest compared entry with this formula, charge and spin	0.0	kJ/mol
orbital gap	6.37	eV

```
! wB97M-V def2-TZVPD RIJCOSX def2/J DEFGRID3
* xyz 0 1
La -0.1022 -0.2952 0.3247
Br 7.6955 0.0843 1.2134
S -2.3914 1.8622 -0.4103
S -1.7406 -2.4414 -0.4262
S -0.2907 -2.2146 2.2945
P 0.3330 2.8014 1.1255
P -0.7003 0.5114 -2.7422
O 1.7420 -0.9155 -1.0894
O 2.2474 0.1132 0.8018
O -2.0569 0.9962 0.8323
N -1.4373 -5.3239 3.8736
N -3.4924 -5.5878 0.0110
N 5.7301 -1.3712 -2.0842
C 4.0389 -0.6814 -0.5384
C -4.9745 4.8924 0.3295
C -3.6155 7.1120 3.0509
C -0.8990 3.2580 -3.3591
C -0.0582 1.2039 3.3590
C -0.3869 4.5426 -3.4897
C 0.9254 -0.0020 -5.0066
C 0.2682 -1.8913 -3.6759
C 1.6408 -2.2111 -5.6251
C -4.3401 5.5938 1.3037
C 0.2451 -0.5178 -3.9083
C -6.3246 -0.9339 -4.5843
C -1.3368 -3.0764 1.1726
C 6.3185 -0.4378 0.0384
C 2.0943 2.2729 3.3091
C -3.6879 0.9864 -1.1897
C -0.9783 3.9668 1.7101
C -3.8524 -0.3590 -5.2338
C 2.9425 3.2802 0.3313
C -4.8122 0.7217 -0.4295
C -5.9417 0.0840 -0.9657
C 0.2908 0.5543 4.5371
C -1.8849 -4.2725 1.5541
C 0.8447 2.0585 2.7267
C 4.4503 -1.2188 -1.7518
C 4.9921 -0.2788 0.3857
C -2.7724 -4.9970 0.6873
C -0.5662 4.8106 2.7205
C 2.5897 -0.4975 -0.2526
C -1.3372 5.8587 3.2590
C 1.5469 5.2295 0.3308
C 0.9648 4.7758 -3.2885
C -2.6049 0.0558 -4.7021
C 0.9580 -2.7332 -4.5336
C 3.8317 5.3912 -0.4077
C -2.4134 0.4657 -3.4024
C 1.2885 2.4428 -2.8096
C -6.9511 -0.9046 -3.1649
C 1.8020 3.7212 -2.9466
C -4.7833 6.8102 2.0788
C -3.5659 0.5332 -2.5407
C 1.5362 0.7639 5.1012
C 1.7081 3.8764 0.6049
C 2.4327 1.6318 4.4890
C -2.5745 6.0672 2.7341
C -1.6328 -4.8470 2.8448
C 1.6254 -0.8438 -5.8600
C -0.0677 2.1956 -3.0260
C 3.9955 4.0337 -0.1567
C 2.6023 5.9821 -0.1712
C -3.0902 3.3381 0.2516
C -4.9143 -0.4313 -4.3893
C -3.0462 5.2046 1.7224
C -4.7566 0.0036 -3.0541
C -2.3180 4.1212 1.2005
C -5.9159 -0.2332 -2.2966
C 6.6408 -0.9850 -1.1972
C -4.3306 3.7403 -0.1730
H -3.9111 -0.6768 -6.2659
H 1.3657 5.7752 -3.3907
H 1.8117 0.2495 6.0116
H 7.6810 -1.1131 -1.4728
H 4.6905 0.1359 1.3384
H 4.6569 5.9781 -0.7883
H -5.9558 5.1586 -0.0381
H -1.7393 -0.0262 -5.3471
H -1.0531 1.0511 2.9530
H -0.9302 6.4757 4.0490
H -0.4156 -0.1280 4.9903
H 1.9565 1.6315 -2.5354
H -4.8531 3.1466 -0.9113
H -3.9305 7.0436 4.0929
H -6.7916 -0.1325 -0.3336
H 3.7060 -1.5321 -2.4741
H 4.9471 3.5526 -0.3453
H -3.2163 8.1166 2.9076
H 2.1895 -2.8693 -6.2859
H 0.9708 -3.7963 -4.3348
H -1.0470 5.3579 -3.7555
H -5.7158 6.6097 2.6075
H 3.4050 1.8068 4.9312
H -6.3344 -1.9341 -5.0166
H -1.9542 3.0880 -3.5440
H -0.2321 -2.3180 -2.8124
H -7.9039 -0.3752 -3.1386
H 0.5935 5.7122 0.5009
H -4.9782 7.6461 1.4053
H 2.4553 7.0350 -0.3746
H -4.8164 1.0274 0.6090
H 2.1562 -0.4285 -6.7063
H -7.1400 -1.9134 -2.7937
H 2.8093 2.9386 2.8470
H 0.4331 4.6737 3.1196
H -6.8708 -0.2844 -5.2705
H 3.0807 2.2206 0.5054
H 2.8548 3.8943 -2.7706
H 0.9189 1.0629 -5.2060
*
```

Mulliken population analysis, charges in e, atoms 1 to 8: atom 1 (La): 1.64, atom 2 (Br): -0.17, atom 3 (S): 1.99, atom 4 (S): -0.68, atom 5 (S): -0.63, atom 6 (P): 2.24, atom 7 (P): 1.14, atom 8 (O): -0.53